(1)
A molecular structure, C4H9N4 at a distorted geometry, computed with ωB97M-V/def2-TZVPD.

Geometry as ORCA input:
```
! RIJCOSX wB97M-V def2-TZVPD def2/J DEFGRID3
* xyz 1 1
C 2.40631 0.64299 -0.00698
C 2.32988 -0.72728 0.25861
C -1.53501 1.24804 0.30357
C -1.02066 0.02122 -0.41636
N 1.14886 1.10123 -0.35008
N 1.01285 -1.06011 0.05897
N 0.42759 0.07240 -0.27019
N -1.44455 -1.35353 -0.21424
H 3.08863 1.44225 -0.04809
H 3.13924 -1.45607 0.55332
H -2.55951 1.64435 0.10816
H -0.95622 2.14283 -0.03844
H -1.60273 1.01164 1.30029
H -1.10178 0.32480 -1.74219
H -2.35922 -1.62961 -0.54451
H 0.57788 -1.96588 0.25247
H -1.55156 -1.45927 0.79569
*
```

Values from the calculation:
E_tot: -10245.0340 eV
Largest force on an atom: 0.13275 Eh/bohr
Orbital gap: 10.659 eV
LUMO: -0.1500 Ha

Here are the natural (NBO) charges for atoms 1 to 5, given in e: -0.08 -0.02 -0.67 0.13 -0.10



(2)
A molecular structure, C4H9N4 at a distorted geometry, computed with ωB97M-V/def2-TZVPD.

Geometry as ORCA input:
```
! RIJCOSX wB97M-V def2-TZVPD def2/J DEFGRID3
* xyz 1 1
C -0.58207 1.95976 0.05114
C 2.31328 -0.61771 0.37166
C -2.70509 -0.76611 0.38603
C 1.80726 0.12293 -0.76875
N -1.64289 1.33220 0.23244
N -0.47857 -0.40602 -0.37886
N -1.61228 0.03013 0.08743
N 0.44054 0.45083 -0.48738
H -0.06881 2.89496 0.13964
H 2.10207 -0.24106 1.34186
H 3.39885 -0.73093 0.30541
H 1.82657 -1.69699 0.30463
H -2.76536 -1.04949 1.35500
H -3.52664 -0.17902 0.12854
H -2.69608 -1.64727 -0.21234
H 1.82428 -0.49159 -1.74610
H 2.36495 1.03538 -1.11036
*
```

Values from the calculation:
E_tot: -10243.4786 eV
Largest force on an atom: 0.12030 Eh/bohr
Orbital gap: 10.737 eV
LUMO: -0.1622 Ha

Here are the natural (NBO) charges for atoms 1 to 5, given in e: 0.26 -0.63 -0.41 -0.26 -0.19



(3)
A gas-phase ion, C4H9N4 (charge +1) at a distorted geometry, computed with ωB97M-V/def2-TZVPD.

Geometry as ORCA input:
```
! RIJCOSX wB97M-V def2-TZVPD def2/J DEFGRID3
* xyz 1 1
C 0.69901 0.08914 0.05355
C -0.56274 0.55091 -0.19215
C -2.39717 -1.32268 0.01303
C -0.71782 2.06796 -0.02155
N 1.27975 -1.10068 -0.16220
N -1.68810 -0.12609 -0.41843
N -1.52812 -2.28113 0.04031
N 2.57294 -1.35290 -0.01742
H 1.37961 0.81019 0.34983
H -0.19213 2.26743 0.85002
H -0.50795 2.58960 -0.96959
H -1.76075 2.47636 0.07726
H -2.41523 0.60024 -0.61431
H -1.71436 -3.27568 0.10094
H -0.53175 -2.07622 -0.14441
H 3.27136 -0.64225 0.22088
H 2.61446 -2.32160 0.22107
*
```

Values from the calculation:
E_tot: -10243.7697 eV
Largest force on an atom: 0.09391 Eh/bohr
Orbital gap (alpha / beta): 7.525 / 7.524 eV
LUMO (alpha / beta): -0.2114 / -0.2114 Ha

Here are the natural (NBO) charges for atoms 1 to 5, given in e: -0.17 0.39 0.29 -0.67 -0.08



(4)
A gas-phase ion, C4H9N4O (charge +1) at a distorted geometry, computed with ωB97M-V/def2-TZVPD.

Geometry as ORCA input:
```
! RIJCOSX wB97M-V def2-TZVPD def2/J DEFGRID3
* xyz 1 1
C 1.45263 -0.96514 0.59813
C 0.24645 -1.50076 0.72512
C 1.67233 0.36102 -0.11518
C -0.55854 0.59988 0.36162
N 2.01891 1.37476 0.69106
N -0.79070 -0.63712 0.27622
N -1.83674 -1.22304 -0.51483
N -1.58046 1.22649 -0.62154
O 1.30321 0.56091 -1.28417
H 2.40534 -1.43908 1.00232
H -0.08590 -2.30907 1.31751
H 2.57257 1.27647 1.54023
H 2.28582 2.29369 0.32544
H -2.32602 -2.11266 -0.07665
H -1.65655 -1.30429 -1.52154
H -0.81587 1.44051 -1.32766
H -2.22920 1.97079 -0.44392
H -2.07729 0.38665 -0.93217
*
```

Values from the calculation:
E_tot: -12290.8306 eV
Largest force on an atom: 0.08378 Eh/bohr
Orbital gap: 10.216 eV
LUMO: -0.1262 Ha

Here are the natural (NBO) charges for atoms 1 to 5, given in e: -0.22 -0.02 0.65 0.32 -0.78



(5)
2 unconnected molecules or ions with the total composition C4H9N4O2S2 at a distorted geometry, computed with ωB97M-V/def2-TZVPD.

Geometry as ORCA input:
```
! RIJCOSX wB97M-V def2-TZVPD def2/J DEFGRID3
* xyz -1 1
C 1.34623 3.12490 1.47359
C -0.32775 -3.58392 -1.20499
C 0.21541 3.48351 0.86828
C 1.57369 0.81445 1.14945
N 2.10814 1.94472 1.41246
N -0.53574 -0.25240 -0.20100
N -0.18897 -1.41536 -0.39385
N -1.06844 -2.40233 -0.69928
O -2.50308 -0.39324 -1.83814
O -2.01554 1.77427 -0.77744
S 2.61435 -0.48011 0.73589
S -2.21086 0.33902 -0.56402
H 1.86567 4.05715 1.86052
H -0.26357 -3.64776 -2.31905
H 0.63470 -3.46791 -0.97397
H -0.88290 -4.47441 -0.66681
H -0.08678 4.43044 0.94880
H -0.30100 2.86191 0.22145
H 0.46660 0.84814 1.05708
H -2.02248 -2.06907 -0.93915
H 1.58231 -1.49199 0.85017
*
```

Values from the calculation:
E_tot: -36016.6606 eV
Largest force on an atom: 0.11876 Eh/bohr
Orbital gap: 6.860 eV
LUMO: 0.1124 Ha

Here are the natural (NBO) charges for atoms 1 to 5, given in e: -0.04 -0.40 -0.43 -0.07 -0.52



(6)
A gas-phase ion, C4H9N4OS2 (charge +1) at a distorted geometry, computed with ωB97M-V/def2-TZVPD.

Geometry as ORCA input:
```
! RIJCOSX wB97M-V def2-TZVPD def2/J DEFGRID3
* xyz 1 1
C 1.37910 0.39408 -0.35132
C -2.51908 -0.83755 0.43048
C 3.40537 -0.92422 1.08893
C 1.52476 1.90689 -0.71648
N -0.00676 0.14169 -0.25072
N -3.62964 -1.57700 0.65136
N -1.53440 -1.49924 -0.39830
N -0.37884 -1.00415 -0.57495
O -2.24121 0.15846 1.03709
S 2.05133 0.08010 1.40008
S 4.04425 -1.39316 -0.29937
H 3.77117 -1.20159 2.00114
H 0.62054 2.36269 -1.15475
H 2.37773 2.21037 -1.39757
H 1.72113 2.40891 0.20803
H -3.60808 -2.61499 0.59641
H -4.35954 -1.40373 1.35657
H -1.74397 -2.37136 -0.93282
H -0.48952 0.80686 0.34575
H 1.81255 -0.31104 -0.95448
*
```

Values from the calculation:
E_tot: -33963.2808 eV
Largest force on an atom: 0.07206 Eh/bohr
Structure (SMILES): C[C@H](/[NH+]=N/NC(N)=O)SC=S
Orbital gap: 7.030 eV
LUMO: -0.1839 Ha

Here are the natural (NBO) charges for atoms 1 to 5, given in e: -0.16 0.76 -0.50 -0.66 -0.23